77
Properties=species:S:1:pos:R:3:lowdin_charge:R:1 method="wB97M-V/def2-TZVPD" multiplicity=6 charge=0 energy_ha=-3068.47399 gap_ev="4.4 / 7.5"
H 0.40399 -3.41606 -2.48863 0.033
H 4.61049 0.00504 -2.65391 0.097
H -1.10739 4.01825 -4.77673 0.093
H -1.47400 -5.24437 1.10841 0.030
H 5.55692 -0.45868 0.99052 0.119
C -2.97820 -0.61734 -0.98206 -0.174
C 0.13785 2.53004 -1.97340 -0.141
C -1.36649 0.92274 3.44462 -0.210
C -0.17196 3.52469 -2.91856 -0.065
C 0.96945 1.69321 3.46629 -0.187
H 0.19372 -3.65323 2.37172 0.034
H 1.46492 -4.32891 1.35684 0.044
C -2.15704 -1.78624 -1.04331 -0.244
H 1.29504 3.95043 -0.84705 0.125
H 1.58396 -2.63858 -1.44475 0.019
H -4.66480 0.32088 -1.92767 0.102
H -0.29946 -1.36735 3.08234 0.081
H 0.09550 3.45834 2.54985 0.092
H 2.14537 3.88462 1.03983 0.110
H -3.20294 1.88650 3.16759 0.113
C 4.53238 -0.37765 0.67251 -0.057
H -1.20809 2.76420 1.08484 0.075
H 2.28767 0.16612 -1.58168 0.131
C -0.86491 3.23774 -4.06865 -0.109
C -4.02658 -0.55513 -1.95397 -0.068
H -1.25208 -0.11527 -3.58771 0.115
N 2.29983 -0.34014 0.47871 0.034
C -2.88044 0.49620 -0.13037 -0.137
C -0.94207 0.90900 -3.41799 -0.003
Si -0.27503 -3.43385 -0.06495 0.433
H 5.99201 -0.37469 -1.61701 0.092
C -2.38092 -2.73279 -2.02590 -0.090
C 3.35640 -0.54686 1.33672 -0.143
C -4.23678 -1.50792 -2.91501 -0.125
O 0.10878 0.20057 -1.44313 -0.179
H 2.68564 2.26456 1.48975 0.105
H -2.94700 2.67108 0.94368 0.110
C 0.84723 2.94913 -0.78279 -0.098
H -2.41007 -4.74810 -0.30114 0.031
H 5.37899 1.28983 -1.70244 0.094
H -1.75733 -3.61226 -2.08158 0.069
H -5.04223 -1.38566 -3.62869 0.094
H -1.81854 1.66944 -5.19664 0.103
H -1.91138 0.01265 3.19875 0.114
C 5.09798 0.23739 -1.71036 -0.005
H -0.98749 -5.76873 -0.50241 0.039
H 1.48583 -4.40444 -1.49476 0.036
H 1.64849 3.69434 3.31880 0.117
H -1.32864 0.99951 4.54212 0.121
H -3.68683 1.21947 -0.26475 0.102
N -1.91415 0.83955 0.73757 -0.110
C -1.40132 -4.93071 0.06508 -0.148
C -0.22259 1.17833 -2.23026 -0.346
H -1.89196 3.03908 3.31081 0.100
H 1.39689 -0.87247 3.15147 0.047
N 0.98465 2.29208 0.30549 -0.022
C 0.38957 -0.61609 3.46498 -0.098
H -3.52749 -3.39325 -3.72020 0.088
C 1.79667 2.89150 1.35120 -0.208
C 2.84525 -0.05153 -0.68489 -0.152
O -1.15721 -1.99453 -0.07769 -0.171
N 0.01122 0.70447 2.94659 -0.230
N 4.18987 -0.06362 -0.61922 -0.115
C 0.78153 -3.48148 1.46904 -0.157
Fe 0.04895 0.24905 0.52232 0.827
C -2.16869 2.07773 2.86789 -0.164
C -2.07194 2.14572 1.34263 -0.254
C -3.39745 -2.62170 -2.97400 -0.111
H 1.38931 -2.58803 1.59297 -0.010
H 0.73377 1.89893 4.52127 0.125
H 0.35394 -0.64197 4.56412 0.101
H 1.95823 1.22587 3.45174 0.110
C -1.25597 1.91098 -4.30252 -0.079
C 0.89675 -3.48379 -1.52048 -0.138
C 1.07473 3.00405 2.69431 -0.154
H 0.13689 4.54500 -2.71347 0.105
H 3.22080 -0.82492 2.36731 0.090



17
Properties=species:S:1:pos:R:3:lowdin_charge:R:1 method="wB97M-V/def2-TZVPD" charge=0 energy_ha=-272.65546 smiles="C=CC1CC=CC1" gap_ev=9.9
C -0.54252 0.88905 -0.24916 -0.302
C 1.42520 -0.44144 -0.25943 -0.114
H -0.45444 0.95624 1.94483 0.111
H -2.26466 -0.22518 -1.05395 0.097
C 1.25867 -0.03293 0.99184 -0.118
C -1.31553 -1.52556 0.19708 -0.002
H -0.75774 -1.81971 1.09068 0.064
C -1.48313 -0.29637 -0.30057 -0.161
H 0.70157 2.04311 1.14422 0.114
H -1.02905 1.80660 -0.60478 0.132
H 2.10873 -1.21127 -0.59398 0.103
H 1.23626 1.21352 -1.52989 0.113
H -1.74740 -2.32326 -0.39341 0.052
C 0.58700 0.39098 -1.20562 -0.155
H 1.84199 -0.35830 1.84634 0.102
C 0.20960 1.05890 1.08245 -0.150
H 0.22546 -0.12438 -2.10665 0.113



45
Properties=species:S:1:pos:R:3:lowdin_charge:R:1 method="wB97M-V/def2-TZVPD" charge=-2 energy_ha=-11567.08797 gap_ev=4.1
Pd 0.19390 -0.24785 0.16612 1.060
H 2.65225 -3.90503 0.98960 0.079
O -1.83473 -0.57104 -0.14699 -0.135
C -4.84351 0.31978 0.15220 -0.266
C 1.43803 3.62082 -0.32845 -0.653
C 2.22682 -3.65168 1.98164 -0.480
C 1.41680 -2.34385 1.75365 -0.213
Br 5.08478 0.73611 -0.00537 0.711
H -6.37340 -3.17890 0.70775 0.089
O 2.14806 0.09203 -0.01898 -0.246
H -1.21331 -2.75746 -0.35852 0.087
N 0.60396 -2.24247 0.49501 -0.169
C -6.18750 0.09972 -0.12104 -0.046
C 2.36649 1.38603 -0.10328 -0.415
H 1.45742 -4.60262 3.53836 -0.092
C -4.03599 -0.71238 0.62471 -0.066
H -3.97880 -2.75862 1.19578 0.119
O -2.20005 -0.34176 2.06521 0.034
H 1.22030 -2.48494 -0.27947 0.112
H 0.72435 -2.18660 2.58389 0.108
C 1.22452 2.25078 -0.20321 -0.424
O 0.03568 1.70890 -0.17296 -0.224
C -2.55880 -0.50127 0.90529 -0.643
H 0.28321 -4.67700 -0.85126 0.062
C 3.63531 1.94696 -0.13171 -0.654
H 3.10618 -3.28437 2.55935 0.069
C -6.74015 -1.15949 0.07466 -0.122
C 2.73018 4.16857 -0.35565 -0.776
N 1.58001 -4.79813 2.54301 -0.201
C -5.95107 -2.19477 0.54952 -0.111
C -0.56680 -3.15259 0.42307 -0.269
H -7.78851 -1.32369 -0.14449 0.088
H 0.43690 -5.00421 0.92376 0.009
Br 2.95157 6.04366 -0.52654 0.631
Br 5.58837 4.03727 -0.28481 0.631
H 2.10659 -1.50039 1.69950 0.076
H -1.12716 -5.18869 0.07981 0.060
H -1.09246 -3.05564 1.37372 0.110
C -4.60730 -1.95959 0.82072 -0.021
C 3.82859 3.33420 -0.25688 -0.777
H -6.79978 0.91750 -0.48908 0.101
C -0.20573 -4.59918 0.12703 -0.118
O -4.25957 1.54020 -0.01785 0.082
Br -0.11779 4.69239 -0.46155 0.706
H -4.90648 2.15550 -0.37446 0.099



15
Properties=species:S:1:pos:R:3:lowdin_charge:R:1 method="wB97M-V/def2-TZVPD" charge=0 energy_ha=-399.83319 smiles=OCc1ccc(O)[nH]1 gap_ev=8.6
H -0.22489 -1.14815 2.01233 0.128
H 1.38936 -2.55250 0.30463 0.153
H -2.19459 0.05508 1.32962 0.198
H -1.61971 1.83636 -0.63626 0.135
O 1.71239 -1.21371 -2.16065 0.038
H 0.44131 1.45765 -1.51057 0.257
N 0.37637 0.42510 -0.97052 0.086
O -2.25148 1.19991 1.42616 -0.157
C -0.26625 0.42944 0.29942 -0.251
H 2.13030 -1.96715 -1.64573 0.119
C 1.10757 -0.67571 -1.04884 -0.460
C -1.27404 1.67508 0.48625 -0.210
C 1.14471 -1.37945 0.13627 -0.075
H -0.73333 2.49233 0.89547 0.089
C 0.26228 -0.63430 1.08243 -0.049



87
Properties=species:S:1:pos:R:3:lowdin_charge:R:1 method="wB97M-V/def2-TZVPD" charge=+2 energy_ha=-2453.64791 gap_ev="5.4 / 5.4"
H 0.00692 -3.03822 3.12902 0.124
H -4.13861 2.86844 0.02922 0.117
H -2.73247 -0.44198 3.32397 0.109
H 3.52541 0.98686 1.49549 0.092
H -4.38559 1.23203 3.99792 0.122
H 1.34706 4.19380 -1.85775 0.059
H -0.22942 -1.30950 5.04006 0.121
H 3.35274 -2.01149 -5.20014 0.143
H -4.04714 -0.43339 2.15443 0.121
H 3.52792 1.07433 -6.53293 0.105
C -2.48954 -3.03679 1.40581 -0.193
H -1.37110 -4.69439 0.65829 0.115
C 2.76218 0.67542 -5.86229 -0.088
O -0.14418 -1.24813 -3.35260 -0.362
W 0.23778 -0.03865 -1.85934 1.293
C 0.02464 -0.02517 3.35281 -0.184
H 0.48193 -2.77137 1.46239 0.110
C 1.67029 5.28172 -1.99342 -0.049
H -2.22462 -1.35487 -1.45398 0.083
N -0.36778 -1.08967 2.40136 -0.188
C -3.75761 1.45935 3.13674 -0.171
H -0.84248 0.59518 3.56191 0.098
C 3.24289 0.45811 -0.56965 -0.578
C -4.54668 2.24306 2.07621 -0.176
C 1.83866 -1.45123 4.37483 -0.172
H 2.71331 -0.82420 4.55501 0.113
H 0.71303 0.12472 5.37209 0.120
Sb 2.19378 1.50221 -2.34771 1.008
H 2.48129 -2.89455 2.88094 0.124
C 2.93525 -1.38573 -4.38254 -0.114
H 1.90559 -2.27864 5.08182 0.116
H 1.83311 0.80089 1.02237 0.023
C 1.87166 -1.99175 2.93834 -0.172
C -2.09142 -2.31548 -0.95219 -0.200
H 4.24498 0.72654 -0.90144 0.062
H -3.53293 -2.73713 1.53729 0.118
H -4.20655 -4.94037 -0.31140 0.116
C 4.06883 4.76149 -1.40690 -0.033
C -3.21793 -4.51776 -0.49267 -0.171
H -2.01916 -2.98693 2.38421 0.099
H -2.05049 1.63438 -0.24987 0.064
H 1.85492 -1.51833 -4.44061 0.070
C -3.21998 0.16019 2.55671 -0.193
H -1.25308 -2.83196 -1.42204 0.106
H 2.32875 -1.26354 2.26205 0.081
C 2.80528 1.17075 0.68961 -0.193
H 1.93177 5.38180 -3.04328 0.117
P -1.18712 -0.69722 1.04568 0.651
H 4.83239 5.02130 -0.67690 0.117
H 4.36564 4.92469 -2.44053 0.116
C -2.47499 1.72043 0.74557 -0.194
H 4.32519 0.31550 -4.34593 0.098
H -1.96181 2.54442 1.25535 0.125
C 3.37934 -0.04781 -4.73518 -0.158
H 2.93499 -1.45520 -1.55100 0.019
H 2.52465 5.37587 -0.01818 0.152
H -4.52163 3.30624 2.31726 0.113
H -5.59573 1.94699 2.09600 0.115
C 3.01332 -1.05538 -0.54066 -0.166
C 0.46730 -2.31325 2.45126 -0.186
H 2.23839 1.55052 -5.47008 0.065
H 2.10843 -1.35068 -0.00109 0.043
C 2.75329 5.22976 -1.07349 -0.023
C -3.36573 -3.12964 -1.12602 -0.168
C -3.96754 2.00436 0.67222 -0.169
C -2.42126 -4.43910 0.82359 -0.160
H -3.58021 -3.20944 -2.19157 0.124
N -2.24158 0.46570 1.48585 -0.197
O 0.79991 -1.81292 -2.40983 -0.402
H -2.71600 -5.19077 -1.18891 0.115
N -1.29514 0.99688 -2.61582 -0.145
S -1.60202 3.49312 -3.76448 0.723
C -1.42274 2.07667 -3.12099 -0.955
H -4.45776 1.15565 0.18865 0.117
H 3.89529 3.64886 -1.30917 0.076
H 0.80971 5.86597 -1.67508 0.118
H 3.85639 -1.57458 -0.07069 0.099
H -2.91810 2.05125 3.51181 0.112
H 2.03142 0.06566 -6.38909 0.103
N -1.79948 -2.10067 0.48618 -0.188
H 2.74203 2.25654 0.56286 0.044
H -4.20347 -2.58624 -0.68242 0.117
N -0.26802 -0.01152 -0.13616 -0.306
H -2.80627 -5.15013 1.55473 0.120
H 3.35869 -1.76383 -3.46080 0.073
H 0.79104 0.63061 2.91639 0.111
C 0.54797 -0.65863 4.63250 -0.162



11
Properties=species:S:1:pos:R:3:lowdin_charge:R:1 method="wB97M-V/def2-TZVPD" charge=0 energy_ha=-413.60692 gap_ev=7.7
O 0.40202 1.78960 -0.11808 0.071
O -2.04976 -0.57279 -0.84686 -0.142
H 1.71208 0.95638 0.02598 0.124
N -1.60441 0.40416 0.92648 0.182
H 2.71221 -0.69038 -0.07548 0.202
C 0.65192 -0.62300 0.03445 -0.506
N 1.77915 -0.08765 -0.34588 0.104
H -1.46712 -1.34375 -0.36859 0.081
H -2.21768 1.11027 0.20585 0.152
O 0.35326 -1.74793 0.44759 0.034
C -0.27168 0.80508 0.11453 -0.302